Record 1
{
  "formula": "C3H14O3S",
  "method": "wB97M-V/def2-TZVPD",
  "symbols": ["C", "C", "S", "C", "H", "H", "H", "H", "H", "H", "H", "H", "H", "H", "O", "H", "H", "O", "H", "H", "O"],
  "coordinates": [[-0.865, -0.352, 0.237], [-0.878, -0.437, -1.307], [-1.145, 1.309, -2.083], [0.490, 1.897, -1.896], [-0.836, 0.661, 0.644], [-0.047, -0.953, 0.634], [-1.801, -0.723, 0.642], [-1.851, -0.844, -1.560], [0.118, -0.709, -1.733], [0.406, 3.010, -1.836], [0.939, 1.585, -0.951], [1.275, 1.809, -2.647], [1.817, 3.461, 4.107], [2.082, 2.136, 4.843], [1.405, 2.638, 4.379], [-0.936, -1.912, 3.147], [-2.097, -2.142, 2.292], [-1.167, -2.396, 2.339], [0.753, -3.101, -2.429], [1.547, -2.190, -3.501], [0.792, -2.747, -3.321]],
  "forces_ev_per_a": [[0.19, 0.16, -0.34], [-0.06, 2.94, 0.38], [-0.31, -1.74, 0.14], [1.28, 2.37, 0.72], [0.50, 0.09, -0.29], [-0.20, 0.13, 0.18], [-0.03, -0.34, -0.13], [0.70, -1.09, -0.82], [-1.50, -0.64, 0.09], [0.00, -0.66, 0.22], [-0.17, -0.01, 0.10], [-0.41, -0.84, -0.57], [0.12, 0.02, 0.03], [0.01, 0.14, -0.06], [-0.13, -0.17, 0.03], [0.45, -0.27, -0.16], [-0.07, -0.31, -0.41], [-0.40, 0.29, 0.92], [0.59, 0.36, 0.01], [0.31, -0.06, 0.60], [-0.85, -0.35, -0.65]],
  "smiles": "CCSC.O.O.O",
  "total_energy_ha": -746.547417,
  "spin_multiplicity": 1,
  "gap_ha": 0.3253
}

=====

Record 2
{
  "formula": "C3H14O3S",
  "method": "wB97M-V/def2-TZVPD",
  "symbols": ["C", "C", "S", "C", "H", "H", "H", "H", "H", "H", "H", "H", "H", "H", "O", "H", "H", "O", "H", "H", "O"],
  "coordinates": [[-0.503, 0.966, 2.018], [-0.167, 1.491, 0.625], [1.821, -1.160, 0.678], [1.143, -1.910, -0.778], [0.288, 1.033, 2.794], [-1.410, 1.500, 2.331], [-0.622, -0.147, 1.952], [-0.893, 1.213, -0.128], [-0.034, 2.572, 0.620], [2.069, -2.396, -1.122], [0.776, -1.036, -1.326], [0.386, -2.699, -0.712], [3.029, 0.996, -1.498], [2.515, 0.396, -0.212], [2.636, 1.301, -0.657], [-2.092, -0.510, -0.888], [-1.544, -1.833, -1.627], [-1.406, -0.876, -1.659], [0.625, 0.881, 0.210], [-3.685, 0.296, -0.542], [-2.931, -0.077, -0.079]],
  "forces_ev_per_a": [[0.04, -0.79, -0.22], [-0.51, -0.26, 0.86], [-1.21, -0.84, 0.26], [0.97, 0.06, 0.89], [-0.33, 0.68, -0.57], [0.21, -0.64, 0.41], [-0.66, 0.72, 0.10], [-0.75, 0.24, 0.16], [0.61, -0.25, -0.29], [-0.10, 0.20, -0.79], [0.01, -0.24, -0.62], [0.03, 0.37, 0.65], [0.04, 0.69, 0.11], [0.49, 2.12, -0.56], [0.19, -2.15, -0.12], [1.51, -0.30, -1.15], [-0.27, 0.05, -0.24], [-0.69, 0.04, 0.78], [1.33, 0.16, -0.18], [-0.60, 0.26, -0.38], [-0.31, -0.12, 0.91]],
  "total_energy_ha": -746.043916,
  "charge": 1,
  "spin_multiplicity": 2,
  "gap_ha": [0.2156, 0.2010]
}

=====

Record 3
{
  "formula": "C3H14O3S2",
  "method": "wB97M-V/def2-TZVPD",
  "symbols": ["C", "C", "C", "S", "S", "H", "H", "H", "H", "H", "H", "H", "H", "H", "H", "O", "H", "H", "O", "H", "H", "O"],
  "coordinates": [[-0.418, 0.989, 0.606], [-0.355, 0.997, -1.082], [0.751, 1.342, 1.429], [1.808, 0.008, 1.998], [1.293, -1.570, 0.775], [-0.731, 0.103, 0.972], [-1.233, 1.894, 0.787], [0.724, 1.098, -1.484], [-0.524, 0.071, -1.152], [-1.287, 1.454, -1.388], [0.380, 2.138, 2.369], [1.460, 2.125, 0.861], [2.336, -2.183, 0.180], [-2.836, -0.473, -1.107], [-2.118, -1.693, -1.904], [-2.824, -1.037, -1.980], [0.708, 1.670, -3.691], [-0.347, 2.768, -3.676], [0.555, 2.511, -3.946], [-2.188, -2.161, 0.834], [-3.656, -1.775, 0.420], [-2.752, -1.477, 0.664]],
  "forces_ev_per_a": [[-1.59, 6.01, -2.95], [2.86, 4.47, 4.01], [1.98, 5.60, 0.44], [0.55, -0.43, 0.70], [-1.22, -0.71, -0.02], [-1.95, -2.85, 0.70], [1.78, -2.64, -0.06], [-2.11, 0.89, 0.44], [-1.27, -7.47, -1.49], [0.70, 0.96, -0.75], [1.25, -3.01, -2.06], [-1.48, -1.72, 0.95], [0.59, 0.94, 0.18], [0.48, -2.13, -2.47], [-0.19, 0.43, 0.39], [-0.36, 1.70, 1.54], [0.46, -4.20, 1.37], [0.78, -0.48, -0.13], [-1.24, 4.71, -1.33], [1.89, -3.09, 0.64], [1.23, -0.21, 0.33], [-3.11, 3.21, -0.43]],
  "smiles": "CCCSS.O.O.O",
  "total_energy_ha": -1144.648263,
  "spin_multiplicity": 1,
  "gap_ha": 0.3201
}

=====

Record 4
{
  "formula": "C3H14O3S2",
  "method": "wB97M-V/def2-TZVPD",
  "symbols": ["C", "C", "S", "S", "C", "H", "H", "H", "H", "H", "H", "H", "H", "H", "H", "O", "H", "H", "O", "H", "H", "O"],
  "coordinates": [[-2.319, 0.493, 0.113], [-1.577, 0.746, -1.200], [0.167, 0.306, -1.087], [0.073, -1.679, -1.729], [1.839, -2.223, -1.723], [-1.871, 0.912, 1.013], [-3.377, 0.733, 0.099], [-2.020, -0.570, 0.190], [-1.615, 1.819, -1.381], [-2.111, 0.330, -2.051], [2.344, -1.406, -2.267], [1.911, -3.085, -2.368], [2.217, -2.151, -0.707], [1.429, 1.442, 1.208], [2.234, 1.842, 2.496], [2.284, 1.393, 1.667], [5.071, 2.549, 0.782], [3.770, 1.815, 0.595], [4.577, 2.046, 0.118], [-4.478, -2.470, 1.768], [-4.480, -1.248, 2.639], [-4.069, -1.595, 1.827]],
  "forces_ev_per_a": [[1.33, -1.83, -0.27], [-0.65, 1.74, 0.54], [0.47, 0.22, -0.29], [-0.24, -0.85, -0.07], [-0.56, 2.85, -0.46], [0.21, 0.57, -0.30], [-0.08, -0.44, -0.17], [-1.47, 0.04, 0.76], [0.53, 0.23, -0.33], [0.28, -0.49, -0.02], [0.09, -0.37, 0.08], [0.02, -0.55, 0.58], [0.13, -1.01, -0.05], [0.24, -0.01, 0.36], [-0.37, 0.50, 0.75], [0.00, -0.60, -1.10], [-0.03, -0.16, -0.38], [-0.28, -0.17, 0.01], [0.41, 0.35, 0.30], [0.21, 0.10, -0.20], [0.34, 0.02, -0.44], [-0.60, -0.15, 0.69]],
  "smiles": "CCSSC.O.O.O",
  "total_energy_ha": -1144.754903,
  "spin_multiplicity": 1,
  "gap_ha": 0.3040
}